# 1
Entry from OMol25: 15 unconnected molecules or ions with the total composition C50H97NO34 (ωB97M-V with the def2-TZVPD basis set).

Each line ends with the Löwdin charge.
Atoms and positions in Å:
O 8.3083 3.8857 2.9043  0.020
C 3.6917 -1.2709 -2.9021  -0.598
C 3.5184 -7.4551 0.4846  -0.024
O 0.6245 5.9746 0.2146  0.002
O -4.2030 -3.6139 -3.0134  -0.027
O -0.6001 -0.2481 -5.0626  -0.015
C -0.2833 -0.1721 0.1831  -0.214
H 5.7079 0.5701 0.7643  0.083
H 1.2543 0.2629 -5.9428  0.101
C 2.6445 -2.7977 0.6342  -0.013
H -5.7944 1.9339 -0.5334  0.056
C 3.6901 4.3496 -5.1369  -0.160
C 1.9072 -2.8280 -2.8154  -0.029
C -0.0542 -5.7082 -2.0276  -0.636
O -2.3210 3.3445 4.0463  -0.153
C 3.0104 4.6724 -3.8238  -0.187
C -2.6488 1.3098 3.0891  -0.171
O -7.1634 1.1418 0.6652  -0.003
H -1.7629 -4.2122 0.2271  0.041
C 7.0399 4.0356 2.6737  -0.683
H 3.2917 2.3837 -6.2028  0.147
O 4.2648 -0.3707 -2.1357  -0.002
H -4.5037 -4.0229 7.0968  0.107
C -5.2538 -4.6143 6.4922  -0.043
O 5.1028 0.5891 4.7791  -0.031
O -1.1093 -5.1432 -1.4068  -0.001
C 5.6903 0.4360 3.5914  -0.617
H 1.6965 6.6898 -1.5099  0.093
H -4.6686 0.3470 -3.3000  0.084
H -3.9606 -4.8326 -1.3445  0.087
H -1.1736 -5.7563 0.5652  0.087
H -6.4070 3.0777 0.8329  0.122
O 4.0913 -1.6734 -3.9854  0.110
H 2.3881 6.9190 -0.0435  0.093
H -6.3175 -0.1982 -3.6482  0.093
H -0.5717 1.4561 -1.1522  0.111
H -0.5366 0.5370 0.9563  0.102
H -5.2365 -2.1146 1.7218  0.079
H -2.7178 2.7099 5.9044  0.112
H -2.4731 2.6650 -3.3411  0.099
H 1.5254 0.1756 2.6156  0.080
H 4.2213 -8.0782 -0.0666  0.090
H -1.8067 4.9371 -3.6261  0.086
H -2.5742 -2.2045 -0.5709  0.096
H 2.3102 5.2811 -0.7130  0.077
C -0.1965 5.0632 -0.3028  -0.614
C -3.8595 -3.8755 4.6657  -0.541
H 0.0031 -4.4539 0.2502  0.089
C -1.4948 5.5621 1.8309  0.036
C -0.7902 0.3856 -1.1709  -0.125
C 1.2950 -0.4584 3.4387  -0.113
H 3.2810 -1.9958 0.2558  0.061
O -5.0467 0.3223 1.0228  0.064
O -3.8375 -4.0124 3.3441  0.025
H -4.9414 4.2781 -1.0760  0.102
O -5.2929 -2.5245 -1.3687  0.107
H 1.9650 3.2626 -2.4731  0.114
H -3.8234 -5.6199 -2.9720  0.102
O 3.8645 -6.0846 0.1322  0.006
H 0.2240 1.5561 -5.2449  0.087
H -7.3748 2.6722 -0.7240  0.117
H 5.9469 -0.3318 -3.3352  0.084
H 5.4502 0.8861 6.7539  0.104
C -1.6146 2.2828 3.4534  -0.241
H -4.5729 1.2572 4.0652  0.098
H 0.7718 -0.2949 0.2142  0.104
O -5.0575 -4.3898 5.0915  -0.027
C 0.6217 0.5503 -5.0967  -0.033
O -2.9742 -3.3354 5.3472  0.077
H 6.3426 -0.8921 1.5609  0.088
C -0.9813 -4.8958 0.0106  -0.001
H -0.9542 1.8795 4.2258  0.128
H 1.0347 -5.6079 -4.6300  0.086
H -2.7338 5.9459 -1.7083  0.112
O -0.0460 4.5091 -1.3501  0.122
C -2.8768 4.8009 -3.6356  -0.157
H 4.7342 -0.8261 0.7198  0.070
C -0.3334 -1.5689 -5.3705  -0.645
C 5.4043 0.3511 -2.7103  0.011
O 2.0826 -5.4174 1.3279  0.105
C -3.4567 5.3609 -2.3478  -0.158
H 2.9663 -0.0151 4.8358  0.084
C 2.8731 3.0821 -5.3922  -0.221
H 0.8068 -2.7857 -2.6074  0.109
H 2.2767 -3.7485 -2.2994  0.097
H -1.9939 6.5178 1.6203  0.093
H -5.6591 -0.3537 -2.0258  0.087
H 1.5632 -1.6237 6.5182  0.130
C 0.7129 -6.4585 -4.0508  -0.025
H 2.5801 -2.6985 1.6963  0.078
C -1.5925 -3.5333 -5.5871  -0.009
H 4.6173 4.1585 2.8603  0.104
O -4.3136 3.1152 -2.5802  -0.170
C -5.4311 -0.3957 -3.0893  -0.037
O 0.6919 -2.0943 -5.6384  0.138
H 1.8790 3.4440 -5.8071  0.131
O 6.5293 3.8800 1.6322  0.142
C -3.5266 1.3309 4.3540  -0.130
C -2.2868 -1.2381 -0.2358  -0.167
H -6.3011 -4.4650 6.7545  0.090
H -5.5209 -5.2029 -2.3565  0.106
C -2.9142 -3.0663 2.7421  0.000
C -3.3174 3.2936 -3.5804  -0.204
C -3.2083 2.7094 4.9480  -0.195
O 2.6419 -1.7477 -2.2075  -0.028
H 5.1205 1.2095 -3.2826  0.074
O 2.8810 2.3597 -4.1579  -0.150
O -6.9414 -0.7567 1.6451  0.024
H 6.0638 0.5168 -1.8506  0.092
H 4.7505 4.1421 -4.9832  0.117
O 6.8753 0.6029 3.3561  0.086
O -1.2641 4.8258 0.5012  -0.026
H -2.6742 -0.1599 -2.1197  0.106
O -0.3482 -6.0090 -3.2380  0.026
H -4.9836 -5.6760 6.6556  0.097
H -0.9678 2.5737 2.6380  0.118
C 3.0175 -5.1849 0.6024  -0.646
H -2.5277 -3.9293 -5.1602  0.097
H 1.5468 -2.8371 0.2186  0.122
H -2.8442 0.7576 -0.5900  0.120
H -0.7606 -4.0654 -5.1385  0.073
H 2.0656 -2.9314 -3.8979  0.080
H -0.5920 5.7858 2.3982  0.088
C -3.9967 4.1145 -1.5841  -0.181
H 6.9372 0.8775 5.7019  0.096
O 4.8397 0.0360 2.6571  0.009
C -6.2772 0.2295 1.0499  -0.600
O 6.4680 4.3599 3.8478  -0.002
H -1.5878 -3.6431 -6.6711  0.104
C 1.3357 -1.3570 5.4396  -0.159
H -3.6753 2.9707 -4.6100  0.132
H 9.0013 2.0711 2.1220  0.096
H -0.2743 -0.0049 -2.0034  0.083
O -1.4774 -2.1457 -5.3590  0.022
O -4.9155 -1.6477 -3.4301  0.018
O 3.4366 -3.9616 0.2637  -0.008
H 8.5450 3.3156 0.9928  0.064
H 1.5821 -6.8224 -3.4750  0.107
H -3.3937 -2.1534 2.4695  0.065
C -5.9651 -1.6339 2.3809  0.017
H 3.7139 -7.6313 1.5468  0.093
C -2.2387 -0.0140 -1.1285  -0.132
C 1.7960 6.1876 -0.5610  -0.037
H 3.6077 5.0479 -5.9393  0.104
H -6.4890 -2.3753 2.9159  0.076
H -3.2723 3.6327 -0.9514  0.102
H 5.9013 2.3326 5.8057  0.064
H -2.3069 0.3516 2.8174  0.079
H -0.3275 -2.5587 5.1628  0.099
H -5.4900 -0.9538 3.1299  0.104
H 4.9041 5.7353 3.6005  0.089
H -3.2905 5.3111 -4.5555  0.119
H -2.9517 -1.0178 0.5896  0.083
O 0.9915 -5.9471 -1.4723  0.114
C 9.0341 3.1434 1.9018  -0.004
H 0.3543 -7.2465 -4.7238  0.103
O -0.9792 -1.3567 0.3417  -0.149
C -4.4436 -4.9252 -2.3389  0.014
H 2.4610 -7.6928 0.2767  0.096
C -4.8158 -2.5682 -2.4829  -0.633
H -2.0976 -2.9756 3.3683  0.044
H -2.5225 -3.5181 1.8282  0.083
H -4.1357 3.2769 5.0358  0.119
H 3.5873 5.3568 -3.1726  0.119
C 5.9218 1.2730 5.8278  0.030
H 3.6605 3.0808 -2.4615  0.120
H 10.0763 3.5089 1.9485  0.106
C 5.0765 4.6777 3.7297  -0.035
C 2.8351 3.3279 -3.1621  -0.238
H -3.2069 1.6765 2.1937  0.122
H 1.1717 0.5345 -4.1592  0.078
C 2.0275 -0.5364 4.6222  -0.117
H 4.6655 4.3136 4.6556  0.083
H -4.3730 6.0014 -2.5414  0.121
H -2.0863 4.9390 2.4925  0.061
C -6.6166 2.3050 0.0307  -0.035
H 2.0463 5.1349 -4.0264  0.113
H -0.6151 -1.5541 2.8571  0.075
H -3.1924 0.6099 5.1123  0.118
N 0.2637 -1.8918 4.7949  0.039
C 0.2011 -1.3314 3.5211  -0.091
C 5.4804 -0.3087 1.3455  0.036

Properties
Energy above the lowest of the compared OMol25 structures with the same formula, charge and spin in eV: 1.785
Highest occupied orbital energy in eV: -7.78
LUMO in eV: 0.41
2S+1: 1
HOMO-LUMO gap in eV: 8.19

***

# 2
Entry from OMol25: 13 unconnected molecules or ions with the total composition C51H100N6O21 (ωB97M-V with the def2-TZVPD basis set).

Each line ends with the Löwdin charge.
Atoms and positions in Å:
H -0.6865 4.5860 5.0255  0.088
C 0.1400 -0.0134 5.1799  -0.170
H 0.5399 1.5517 7.2911  0.071
C 2.0843 4.7163 4.8894  -0.542
H 4.2439 0.9063 -1.9334  0.091
H 3.5398 -4.4675 3.8805  0.131
H -2.0349 -4.0361 -2.2880  0.082
H -3.5025 -7.1718 2.7397  0.092
C 0.4900 -2.2287 0.2695  -0.157
H -1.4756 -1.6360 -6.2125  0.100
H -2.5549 4.5264 0.6954  0.070
C -3.0127 -6.2729 -5.8467  -0.055
C -2.7548 -5.1876 4.2648  -0.270
H 0.9643 -2.8804 4.1728  0.087
C -3.4361 -4.8053 -7.6593  -0.558
H 5.0822 -3.8361 2.3776  0.126
H -2.8704 5.0312 3.1727  0.093
C 4.2182 3.7930 4.3424  -0.003
H 3.9879 -4.8497 1.3523  0.138
C -0.1291 5.5305 5.1021  -0.036
O -1.5513 -2.5855 -0.9177  -0.193
H 0.3175 -0.9194 7.1234  0.106
H 2.2851 7.3486 3.1271  0.058
H -2.3750 1.4712 -0.9850  0.070
O 1.8326 -4.0888 2.7872  -0.185
H -0.4051 0.8128 4.7285  0.076
H -0.1256 -2.6326 1.1019  0.108
N -2.6304 -5.3153 5.3955  0.140
H -3.8257 0.8599 0.4143  0.069
H -2.1835 -4.4258 2.3656  0.064
C 1.9102 -4.9756 -4.3292  -0.272
H -3.9412 -4.7915 2.4717  0.136
H 4.6305 4.1605 5.2845  0.098
H 0.0059 -4.2605 3.5430  0.051
O 0.3126 7.6527 3.0339  0.018
C 4.1138 -3.9052 1.9015  -0.185
H 0.9553 2.7856 3.3676  0.072
C -3.8606 -0.0830 0.9714  -0.215
H 0.5038 1.3595 -1.8836  0.142
H -3.4854 3.1564 0.0250  0.078
H -0.9268 -2.2299 -7.9138  0.121
H -1.2218 1.6796 6.9406  0.068
H 3.2804 -2.8216 3.4907  0.117
H 1.5123 -2.6842 0.2561  0.124
C -4.1076 -3.1096 -9.1729  -0.062
H -1.2907 -0.7918 6.5400  0.109
H -2.2478 -6.7944 -6.3195  0.066
H 2.8208 6.3148 -4.0080  0.105
H -0.8672 2.8372 3.2564  0.029
O 4.5761 -0.4596 -0.3072  -0.152
H -5.2219 -0.9381 2.4751  0.071
C -2.1517 -1.3141 2.4066  -0.161
H -1.2842 0.5645 -3.7387  0.039
H 3.3675 4.5123 1.2408  0.095
H -4.7131 4.8522 1.4799  0.116
C 2.7411 0.6268 -4.7647  -0.013
H -5.0084 -3.6796 -9.5942  0.115
C 0.9316 -0.6675 -5.6763  -0.557
H 1.9034 8.5048 1.9060  0.088
H -1.5074 -0.0377 -1.3350  0.093
C -5.2340 -0.1728 1.7123  -0.069
O -1.3295 6.4477 2.2775  0.106
H 2.4358 -6.0126 -4.4336  0.149
H 1.8464 8.9451 3.6053  0.116
O 0.0357 7.5358 0.8908  -0.002
C -0.1482 -2.5347 -1.0361  -0.219
H -3.6906 -0.8920 0.2296  0.112
H 1.2813 -4.6550 4.6300  0.093
C -2.6546 -6.7003 0.7309  -0.112
C 0.5233 -5.0335 -4.8767  -0.208
H -0.2429 -2.9611 -6.4801  0.044
O 2.7835 2.9002 -2.5827  0.076
H -2.7868 -6.2064 -4.7808  0.089
O 0.0214 1.4235 2.0955  -0.210
H -0.8866 5.9907 -0.1067  0.018
H -2.3890 2.9570 1.4250  0.050
H -0.0722 -4.1411 -4.5999  0.111
H 3.3701 -1.9209 -1.1686  0.095
C 2.8596 5.2280 -3.7780  -0.029
H -1.6385 -6.5318 0.3839  0.060
H -0.5296 0.9558 8.5134  0.066
N -0.2154 4.3273 -1.5123  0.197
H 0.2004 5.6031 6.1549  0.105
C -1.6031 1.0170 -1.6087  -0.209
H -5.0290 3.1957 2.0730  0.102
H -3.1509 -2.6289 -2.2030  0.087
O -3.2653 -4.9459 -6.2985  -0.032
C -0.3575 -0.2321 6.6200  -0.261
H -3.9733 -6.7747 -5.8449  0.098
H -3.1931 -3.2340 -9.8511  0.116
H -1.6572 -2.4454 -3.0393  0.081
H 4.8735 4.0729 3.5160  0.092
H 1.7366 1.6293 0.9214  0.112
C 1.5709 0.4139 5.2797  -0.227
C -2.6391 -0.0075 1.8992  -0.160
C -2.7157 -6.6109 2.2637  -0.266
H 3.4692 5.6846 -0.1413  0.106
H 3.6636 1.0529 -5.1901  0.103
C 4.8118 -2.7747 -0.0443  -0.203
C -2.1113 -2.9549 -2.1749  -0.100
C -3.1260 3.6171 0.9752  -0.092
O -3.2686 -5.6215 -8.5205  0.142
C -1.9412 1.1329 -3.1251  -0.060
O 2.8628 3.7447 -0.5822  -0.006
H 1.9749 4.7151 -4.0981  0.086
H 2.7225 -3.9769 -6.0493  0.085
H -2.8329 0.5515 2.8242  0.092
C 2.8543 4.8887 0.3164  0.018
H -3.3340 -6.0056 0.2199  0.065
H 0.1426 3.4938 2.0599  0.096
H 1.1635 -0.9498 2.4525  0.114
C -0.6679 -2.0197 -6.8292  -0.021
H -1.7955 7.5594 -0.2787  0.121
H 1.8056 5.1255 0.5903  0.092
C -0.3353 7.0985 2.0729  -0.669
C 0.9794 -3.9531 3.8576  -0.121
C -0.3089 1.7384 -1.1931  -0.156
H -2.9795 -7.7812 0.4716  0.097
N -1.7818 -2.3146 2.7805  0.195
O 2.0864 4.2952 6.0253  0.123
H 0.0618 -1.7411 -1.7399  0.107
H -0.1795 7.1597 -1.0778  0.085
H -4.4256 4.9650 3.8487  0.125
H 2.4945 -0.7214 1.3646  0.113
O 1.9369 0.2461 -5.9524  -0.028
H 2.1536 1.1405 2.6550  0.144
O 0.3805 -1.0388 -6.8604  -0.015
C -0.4451 1.0449 7.4402  -0.097
H 4.8458 -3.7601 -0.5723  0.132
C 1.4718 -0.4331 1.5469  -0.193
C -0.7974 7.0517 -0.1940  -0.029
O 3.0576 4.5892 3.9147  -0.069
H 3.8637 -4.1162 -4.6747  0.090
H -1.7818 -6.9966 2.7700  0.122
H 3.6611 4.8880 -4.4456  0.097
C -2.9106 -5.1482 2.8053  -0.218
H -1.7817 0.4364 1.3625  0.093
H 2.2516 1.2912 -4.0368  0.067
C 2.8737 3.8750 -1.8651  -0.676
C 2.7904 -3.8610 -4.9254  -0.094
H -4.3966 -2.0454 -9.0661  0.092
C 1.6539 8.1295 2.8735  0.005
H 2.4424 -2.8283 -4.7541  0.055
C 4.3661 -1.6750 -0.9926  -0.200
O -3.8013 -3.4914 -7.8201  -0.055
H 2.8581 0.2821 -1.1939  0.086
H -0.0069 -5.8854 -4.4748  0.108
H -5.4103 0.7017 2.2660  0.037
O 3.0177 5.0790 -2.3643  0.000
H 1.7818 -4.7281 -3.2669  0.095
H 0.2387 -3.3960 -1.6249  0.126
H 3.8783 1.4231 -0.2504  0.078
H 2.9237 -0.3027 -4.2173  0.073
H -6.0484 -0.3673 1.0499  0.062
C -3.2274 3.1624 4.0264  -0.191
N 0.2502 -5.4702 -7.4851  0.171
C 1.4048 1.0336 1.7853  -0.158
C -4.2642 3.9639 1.9469  -0.236
H 3.8596 2.7897 4.4129  0.060
H 5.8851 -2.5902 0.2782  0.147
H 4.9083 -1.6503 -1.9167  0.125
C -0.3028 3.1811 -1.3538  -0.177
N 2.6235 0.6709 5.6680  0.166
O 0.6639 -1.0379 -4.5544  0.076
C 3.8868 0.5802 -0.9277  -0.126
O 1.0186 5.3499 4.2964  -0.059
H -1.9454 2.2109 -3.4340  0.091
C 0.0569 2.6636 2.7832  -0.102
O 3.9199 -2.8213 1.0288  -0.144
H -0.7215 6.3695 4.7699  0.081
H -0.0236 -0.8941 4.5534  0.078
C 3.1869 -3.8005 3.0829  -0.197
C -3.7150 4.3478 3.2962  -0.176
C 0.4144 -5.2311 -6.3623  -0.228
N -2.6868 2.3234 4.5932  0.183
H -2.9237 0.7351 -3.2176  0.057
O 0.7041 -0.8204 0.4270  -0.132
H -0.0830 1.5747 -0.1689  0.067

Properties
Highest occupied orbital energy in eV: -9.43
LUMO in eV: 0.36
2S+1: 1
HOMO-LUMO gap in eV: 9.79

***

Question: What is the HOMO-LUMO gap in the second record?
Answer: 9.79 eV